Entry 1:
{"formula": "C48H55N5O3P2S2Sr", "method": "ωB97M-V with the def2-TZVPD basis set", "homo_lumo_gap_ev": [7.269, 4.427], "max_force_ev_per_a": 4.7, "charge": 2, "de_lowest_kj_mol": 430.5, "spin_multiplicity": 1, "species": ["Sr", "N", "C", "C", "C", "N", "H", "H", "H", "H", "H", "H", "H", "H", "H", "H", "C", "N", "P", "C", "C", "C", "C", "C", "C", "C", "C", "C", "C", "C", "C", "P", "C", "C", "C", "C", "C", "C", "C", "C", "C", "C", "C", "C", "H", "H", "H", "H", "H", "H", "H", "H", "H", "H", "H", "H", "H", "H", "H", "H", "H", "H", "H", "H", "H", "H", "H", "C", "C", "C", "C", "N", "C", "S", "N", "C", "H", "H", "H", "H", "H", "H", "H", "H", "O", "O", "O", "S", "C", "C", "C", "C", "C", "C", "C", "C", "C", "C", "C", "C", "C", "C", "H", "H", "H", "H", "H", "H", "H", "H", "H", "H", "H", "H", "H", "H"], "positions_angstrom": [[0.424, -0.556, -0.731], [-0.535, 0.938, -2.819], [-1.421, 0.148, -3.755], [-0.566, -0.781, -4.642], [-0.334, -2.149, -4.003], [0.734, -2.111, -2.981], [-1.140, 1.424, -2.163], [-0.098, 1.686, -3.324], [-2.004, 0.789, -4.467], [-2.179, -0.405, -3.183], [0.450, -0.364, -4.931], [-1.065, -0.870, -5.587], [-0.041, -2.922, -4.758], [-1.258, -2.554, -3.534], [1.613, -1.902, -3.381], [0.890, -3.039, -2.573], [-3.243, 2.676, 1.545], [-2.391, 1.844, 0.695], [-3.419, 0.838, -0.394], [-4.647, 2.037, -0.973], [-4.377, 2.745, -2.150], [-5.341, 3.488, -2.819], [-6.626, 3.589, -2.282], [-6.874, 3.074, -1.018], [-5.921, 2.269, -0.379], [-4.296, -0.181, 0.827], [-5.481, -0.801, 0.402], [-6.166, -1.697, 1.255], [-5.669, -2.057, 2.518], [-4.417, -1.569, 2.884], [-3.770, -0.668, 2.065], [-0.742, 2.388, 0.303], [-1.053, 4.163, -0.108], [-0.935, 4.508, -1.479], [-1.237, 5.792, -1.953], [-1.762, 6.686, -0.996], [-1.712, 6.436, 0.355], [-1.414, 5.161, 0.811], [0.120, 2.625, 1.886], [-0.255, 1.867, 2.995], [0.118, 2.251, 4.265], [0.952, 3.338, 4.465], [1.509, 3.941, 3.380], [1.044, 3.647, 2.101], [-3.426, 3.710, 1.242], [-2.831, 2.750, 2.575], [-4.209, 2.233, 1.728], [-3.377, 2.588, -2.632], [-5.089, 3.944, -3.765], [-7.401, 4.038, -2.879], [-7.803, 3.203, -0.503], [-6.172, 1.780, 0.565], [-5.934, -0.534, -0.569], [-7.101, -2.150, 0.919], [-6.238, -2.589, 3.263], [-3.948, -1.769, 3.821], [-2.777, -0.229, 2.303], [-0.607, 3.755, -2.189], [-1.089, 6.149, -2.994], [-2.174, 7.618, -1.372], [-1.914, 7.210, 1.037], [-1.448, 4.971, 1.901], [-0.850, 0.924, 2.851], [-0.306, 1.726, 5.147], [1.193, 3.665, 5.428], [2.263, 4.751, 3.429], [1.365, 4.238, 1.257], [-1.096, -3.300, 3.792], [-0.477, -4.298, 2.845], [0.520, -5.198, 3.114], [0.612, -6.339, 2.270], [-0.088, -6.510, 1.158], [-0.976, -5.555, 0.805], [-2.026, -5.682, -0.444], [-1.094, -4.465, 1.636], [1.614, -7.336, 2.651], [-0.398, -3.161, 4.622], [-2.063, -3.687, 4.172], [-1.269, -2.345, 3.237], [1.161, -5.064, 3.996], [-1.772, -3.779, 1.295], [2.097, -7.823, 1.841], [1.136, -8.208, 3.248], [2.350, -6.888, 3.326], [-0.191, -2.631, 0.166], [-1.201, -2.330, -0.653], [2.780, -0.463, -0.732], [3.566, 0.140, 0.503], [5.238, 0.742, 0.090], [5.467, 1.094, -1.332], [5.238, 2.464, -1.631], [5.571, 3.020, -2.848], [6.097, 2.167, -3.794], [6.481, 0.841, -3.521], [6.066, 0.271, -2.300], [3.989, -1.333, 1.455], [4.652, -2.385, 0.663], [3.824, -3.299, -0.018], [4.369, -4.411, -0.664], [5.760, -4.606, -0.613], [6.589, -3.703, 0.076], [6.040, -2.536, 0.628], [5.958, 0.034, 0.485], [5.226, 1.665, 0.701], [4.788, 3.081, -0.829], [5.551, 4.100, -3.001], [6.331, 2.546, -4.770], [7.001, 0.210, -4.237], [6.278, -0.787, -2.121], [3.054, -1.733, 1.835], [4.625, -1.010, 2.325], [2.770, -3.113, -0.018], [3.719, -5.088, -1.206], [6.178, -5.403, -1.216], [7.657, -3.832, 0.016], [6.708, -1.777, 1.060]], "lowdin_charge": [1.363, -0.071, -0.244, -0.189, -0.260, -0.057, -0.051, 0.069, 0.120, 0.094, 0.137, 0.101, 0.124, 0.117, 0.066, 0.086, -0.188, -0.490, 1.034, -0.386, -0.115, -0.070, -0.060, -0.060, -0.084, -0.385, -0.104, -0.057, -0.067, -0.105, -0.104, 0.981, -0.359, -0.111, -0.054, -0.069, -0.067, -0.099, -0.405, -0.132, -0.078, -0.076, -0.072, -0.104, 0.079, 0.088, 0.057, 0.098, 0.107, 0.110, 0.105, 0.103, 0.116, 0.111, 0.107, 0.089, 0.081, 0.071, 0.121, 0.112, 0.101, 0.125, 0.098, 0.123, 0.098, 0.128, 0.109, 0.020, -0.226, 0.059, -0.286, 0.145, -0.776, 0.983, 0.088, -0.016, 0.095, 0.112, 0.089, 0.142, 0.128, 0.080, 0.145, 0.089, -0.452, -0.368, -0.734, 1.008, -0.275, -0.273, -0.048, -0.074, -0.077, -0.046, -0.020, -0.304, -0.298, -0.044, -0.059, -0.061, -0.050, -0.043, 0.074, 0.100, 0.120, 0.119, 0.103, 0.110, 0.115, 0.091, 0.133, 0.084, 0.104, 0.108, 0.108, 0.119]}

=====

Entry 2:
{"formula": "C7H17N2O", "method": "ωB97M-V with the def2-TZVPD basis set", "homo_lumo_gap_ev": 11.512, "max_force_ev_per_a": 4.0, "charge": 1, "de_lowest_kj_mol": 181.0, "spin_multiplicity": 1, "species": ["C", "C", "C", "C", "C", "C", "C", "N", "N", "O", "H", "H", "H", "H", "H", "H", "H", "H", "H", "H", "H", "H", "H", "H", "H", "H", "H"], "positions_angstrom": [[-0.168, -1.223, 0.380], [-1.083, -0.212, 0.968], [1.148, -0.176, -1.386], [-2.502, -0.732, 1.175], [2.447, 0.087, -2.118], [-1.586, 2.189, 0.553], [2.412, -0.630, 0.562], [-1.289, 0.917, -0.051], [1.116, -0.573, -0.150], [0.057, 0.025, -1.937], [0.225, -1.791, 1.180], [-0.547, -1.983, -0.308], [-0.649, 0.179, 1.868], [-2.865, -1.180, 0.189], [-3.124, 0.008, 1.622], [-2.722, -1.621, 1.943], [2.402, 1.135, -2.480], [2.525, -0.491, -3.051], [3.319, -0.082, -1.518], [-2.467, 2.102, 1.121], [-0.685, 2.277, 1.216], [-1.566, 2.883, -0.258], [2.229, -1.005, 1.583], [3.008, -1.554, 0.188], [3.039, 0.364, 0.484], [-0.556, 0.458, -1.173], [-2.118, 0.630, -0.602]], "lowdin_charge": [-0.054, -0.329, -0.430, -0.049, 0.054, -0.043, -0.022, -0.116, -0.045, 0.142, 0.117, 0.155, 0.146, 0.116, 0.061, 0.139, 0.121, 0.117, 0.057, 0.074, 0.117, 0.096, 0.091, 0.133, 0.145, 0.069, 0.140]}

=====

Entry 3:
{"formula": "C10H18O9S", "method": "ωB97M-V with the def2-TZVPD basis set", "homo_lumo_gap_ev": 10.870, "max_force_ev_per_a": 1.5, "charge": 0, "spin_multiplicity": 1, "species": ["C", "C", "C", "O", "C", "C", "C", "O", "C", "O", "O", "S", "O", "O", "O", "C", "O", "C", "C", "O", "H", "H", "H", "H", "H", "H", "H", "H", "H", "H", "H", "H", "H", "H", "H", "H", "H", "H"], "positions_angstrom": [[-0.343, -3.856, 0.925], [-1.444, -2.973, 0.322], [-1.458, -1.557, 0.908], [-0.130, -1.158, 1.258], [0.253, 0.141, 0.940], [-0.765, 1.209, 1.290], [-0.233, 2.601, 1.562], [0.281, 3.301, 0.412], [-0.641, 3.803, -0.410], [-1.834, 3.588, -0.366], [1.458, 0.307, 1.730], [2.578, -0.685, 1.080], [2.659, -1.949, 1.727], [3.811, 0.006, 0.966], [1.801, -0.951, -0.336], [0.903, 0.184, -0.477], [1.809, 1.222, -0.663], [-0.002, -0.043, -1.679], [0.623, 0.406, -2.984], [0.389, 1.802, -3.228], [0.503, -3.929, 0.252], [-0.723, -4.872, 1.023], [-0.037, -3.533, 1.912], [-1.330, -2.910, -0.757], [-2.415, -3.411, 0.541], [-1.929, -0.900, 0.183], [-2.034, -1.603, 1.831], [-1.550, 1.245, 0.541], [-1.261, 0.887, 2.205], [-1.037, 3.190, 1.995], [0.565, 2.596, 2.292], [-0.208, 4.448, -1.182], [1.403, 1.962, -1.123], [-0.971, 0.426, -1.503], [-0.175, -1.116, -1.739], [0.147, -0.139, -3.797], [1.688, 0.205, -2.981], [-0.350, 2.054, -2.672]], "lowdin_charge": [-0.080, -0.203, -0.179, -0.058, -0.432, -0.040, -0.118, -0.012, -0.338, 0.070, -0.097, 0.679, -0.217, -0.204, -0.104, -0.453, 0.064, -0.053, -0.201, -0.052, 0.075, 0.069, 0.077, 0.095, 0.105, 0.113, 0.130, 0.117, 0.150, 0.134, 0.138, 0.154, 0.098, 0.130, 0.130, 0.122, 0.133, 0.060]}

=====

The evaluated total energy for the records listed, in turn: -3870.79514, -461.38689, -1467.13842 a.u..